Entry 1:
59
Properties=species:S:1:pos:R:3 method="wB97M-V/def2-TZVPD" e_tot_ev=-34954.6648 gap_ha="0.4110 / 0.2251" multiplicity=2 charge=+1
C -2.077 -1.510 1.204
C -1.587 -1.385 -0.290
C -2.759 -0.495 -0.945
C -2.677 -0.527 -2.476
C -2.731 0.978 -0.487
N -0.353 -0.713 -0.321
C 0.458 -0.908 -1.541
O 1.743 -1.344 -1.109
H -2.257 -0.508 1.569
H -2.922 -2.158 1.218
H -1.303 -1.934 1.820
H -1.494 -2.389 -0.694
H -3.672 -0.923 -0.547
H -3.659 -0.200 -2.837
H -2.064 0.293 -2.856
H -2.478 -1.540 -2.820
H -1.767 1.476 -0.331
H -3.365 1.105 0.386
H -3.143 1.632 -1.262
H -0.527 0.289 -0.231
H 0.034 -1.635 -2.220
H 0.642 0.036 -2.060
H 1.928 -0.920 -0.245
H 3.381 0.632 0.486
H 2.155 0.967 1.299
O 2.746 0.213 1.116
H -0.909 3.248 -1.782
H -0.124 3.371 -3.044
O -0.545 2.699 -2.490
H 1.112 -4.064 0.967
H 0.973 -5.064 2.076
O 0.488 -4.697 1.330
H 2.584 2.912 -1.344
H 1.142 2.821 -1.365
O 1.822 3.516 -1.330
H -1.428 -4.307 -2.814
H -2.164 -4.614 -1.509
O -2.268 -4.624 -2.467
H 3.274 -1.240 -2.191
H 4.755 -1.489 -2.767
O 4.143 -0.864 -2.372
H -2.355 3.813 0.998
H -1.769 5.216 1.122
O -1.521 4.285 1.100
H 2.202 -1.353 1.820
H 0.837 -2.222 1.785
O 1.796 -2.238 1.776
H -1.623 0.517 4.353
H -1.550 1.410 3.096
O -1.991 0.642 3.471
H 0.523 2.884 1.589
H 1.755 3.371 0.824
O 1.335 2.572 1.171
H 0.778 0.027 4.449
H 1.813 0.710 5.250
O 0.881 0.805 5.014
H 4.455 0.458 -1.288
H 5.066 1.694 -0.471
O 4.260 1.276 -0.785

Entry 2:
20
Properties=species:S:1:pos:R:3 method="wB97M-V/def2-TZVPD" e_tot_ev=-11417.4537 gap_ha=0.3662 smiles=CCCNC(N)(O)O
C -1.703 -1.998 1.138
C -0.629 -0.931 0.949
C -1.066 0.137 -0.056
N -0.118 1.231 -0.241
C 1.227 0.979 -0.945
N 2.401 1.138 -0.155
O 1.135 1.984 -1.876
O 1.194 -0.304 -1.490
H -1.358 -2.781 1.811
H -1.955 -2.463 0.186
H -2.613 -1.564 1.555
H -0.406 -0.457 1.911
H 0.290 -1.396 0.588
H -2.011 0.586 0.269
H -1.218 -0.322 -1.034
H 0.053 1.705 0.641
H 2.579 2.108 0.063
H 2.402 0.551 0.668
H 0.054 2.060 -1.695
H 1.741 -0.265 -2.286

Entry 3:
16
Properties=species:S:1:pos:R:3 method="wB97M-V/def2-TZVPD" e_tot_ev=-8301.3480 gap_ha=0.3199 charge=+1
C 1.711 1.131 0.158
C 2.526 0.019 0.032
C 0.593 0.171 0.223
C -1.354 -1.306 0.145
C -1.492 1.230 -0.127
N 1.451 -0.957 0.243
N -0.781 0.079 0.125
H 1.907 2.200 -0.053
H 3.552 -0.251 -0.212
H -2.507 -1.113 0.204
H -1.059 -1.834 -0.721
H -0.884 -2.030 0.888
H -1.621 1.300 -1.256
H -2.509 1.205 0.323
H -0.859 2.046 0.204
H 1.325 -1.892 -0.178

Entry 4:
11
Properties=species:S:1:pos:R:3 method="wB97M-V/def2-TZVPD" e_tot_ev=-43693.3198 gap_ha="0.2929 / 0.1889" multiplicity=6 charge=+1
O 0.972 -0.497 -1.319
C 0.126 0.425 -1.173
O 0.482 1.631 -1.274
O -1.106 0.086 -0.801
C -1.408 -0.008 0.578
C -0.949 -1.042 1.271
H -2.156 0.708 0.916
H -1.643 -1.599 1.899
H -0.067 -1.614 0.985
Fe 2.350 0.921 -1.204
H 3.397 0.990 0.122

Entry 5:
97
Properties=species:S:1:pos:R:3 method="wB97M-V/def2-TZVPD" e_tot_ev=-104850.7132 gap_ha=0.1384 charge=-2
Rb -0.946 -1.852 -0.427
C -1.130 -3.687 2.494
N 0.096 -3.115 1.970
C 0.490 -1.919 2.680
C 1.188 -4.011 1.743
C 1.403 -5.079 2.596
C 2.446 -5.984 2.405
C 3.285 -5.785 1.321
C 3.095 -4.719 0.459
C 2.044 -3.784 0.616
N 1.743 -2.790 -0.258
C 2.684 -2.276 -1.102
C 4.029 -2.045 -0.755
C 4.918 -1.392 -1.593
C 4.508 -0.942 -2.836
C 3.189 -1.172 -3.225
C 2.281 -1.824 -2.403
N 0.932 -2.026 -2.811
C 0.452 -1.212 -3.906
C 0.586 -3.429 -3.003
H -1.058 -3.942 3.566
H -1.389 -4.582 1.931
H -1.952 -2.979 2.360
H 0.690 -2.123 3.749
H -0.301 -1.168 2.631
H 1.393 -1.506 2.227
H 0.723 -5.214 3.429
H 2.580 -6.822 3.078
H 4.096 -6.479 1.124
H 3.747 -4.610 -0.398
H 4.358 -2.364 0.227
H 5.937 -1.221 -1.259
H 5.188 -0.421 -3.500
H 2.860 -0.828 -4.197
H 0.895 -1.488 -4.880
H 0.648 -0.156 -3.718
H -0.628 -1.347 -3.990
H 1.048 -3.830 -3.920
H -0.499 -3.540 -3.082
H 0.925 -4.008 -2.146
S -4.023 -0.710 0.206
C -5.030 -1.667 -0.847
C -6.211 -1.068 -1.309
C -7.126 -1.702 -2.141
C -8.304 -1.007 -2.552
N -9.252 -0.431 -2.868
C -6.859 -3.020 -2.552
C -5.695 -3.632 -2.108
C -4.758 -3.012 -1.267
S -3.364 -3.948 -0.802
C -7.754 -3.735 -3.406
N -8.465 -4.328 -4.094
H -6.411 -0.053 -0.990
H -5.485 -4.646 -2.421
S -0.445 1.639 2.803
C 0.282 2.272 4.129
N 0.018 1.934 5.407
C 0.519 2.831 6.431
C 1.813 3.393 5.857
S 1.494 3.544 4.078
H -0.777 1.334 5.563
H 0.697 2.285 7.358
H -0.203 3.633 6.622
H 2.640 2.702 6.022
H 2.062 4.363 6.282
C 3.049 4.626 -1.176
C 3.965 3.452 -1.504
C 3.569 2.128 -0.857
C 2.209 1.592 -1.282
N 1.098 2.218 -0.581
C -0.024 2.691 -1.168
S -0.194 2.923 -2.828
N -1.008 3.002 -0.297
C -2.371 3.339 -0.689
C -2.586 4.829 -0.920
C -2.548 5.696 0.338
C -1.154 5.964 0.897
H 3.454 5.557 -1.580
H 2.935 4.751 -0.096
H 2.054 4.488 -1.599
H 4.990 3.695 -1.207
H 3.990 3.312 -2.590
H 3.593 2.224 0.236
H 4.311 1.366 -1.107
H 2.164 0.513 -1.116
H 2.042 1.756 -2.346
H 1.037 2.011 0.407
H -0.880 2.696 0.657
H -3.027 2.971 0.103
H -2.620 2.774 -1.587
H -3.563 4.944 -1.399
H -1.844 5.177 -1.643
H -3.171 5.235 1.112
H -3.019 6.658 0.110
H -0.662 5.053 1.236
H -1.198 6.654 1.743
H -0.509 6.409 0.135

Entry 6:
16
Properties=species:S:1:pos:R:3 method="wB97M-V/def2-TZVPD" e_tot_ev=-9206.2519 gap_ha="0.3192 / 0.3192" charge=+1
C -0.495 -1.703 0.297
C 0.236 -0.799 -0.697
C 1.054 1.478 -0.515
N -1.184 -0.800 1.187
N -1.414 1.249 1.968
N 0.817 0.230 0.070
N -0.822 0.423 1.261
H -1.218 -2.352 -0.196
H 0.205 -2.322 0.866
H 1.047 -1.378 -1.153
H -0.431 -0.438 -1.496
H 1.103 2.242 0.262
H 2.064 1.433 -0.943
H 0.356 1.765 -1.313
H -1.930 -1.151 1.785
H -1.075 2.207 1.942

Entry 7:
30
Properties=species:S:1:pos:R:3 method="wB97M-V/def2-TZVPD" e_tot_ev=-20480.6345 gap_ha=0.3754 smiles="CC[SiH](CC)n1cccn1.C=C"
C 0.196 -0.487 2.490
C 0.049 0.896 1.795
Si 0.562 1.021 -0.032
C -0.058 -0.420 -0.908
C 0.043 -0.308 -2.473
N 2.460 0.921 -0.121
C 3.568 1.743 -0.074
C 4.664 0.913 -0.055
C 4.112 -0.445 -0.075
N 2.794 -0.358 -0.154
H 1.205 -0.832 2.430
H -0.185 -0.480 3.455
H -0.488 -1.228 1.967
H 0.619 1.602 2.412
H -0.971 1.225 1.966
H -0.176 2.241 -0.438
H 0.485 -1.272 -0.516
H -1.108 -0.622 -0.514
H 1.009 0.126 -2.663
H 0.222 -1.237 -2.850
H -0.636 0.115 -3.064
H 3.351 2.802 -0.179
H 5.738 1.191 -0.075
H 4.616 -1.428 -0.054
C -4.391 -0.499 -0.719
C -4.535 -0.398 0.611
H -5.289 -0.652 -1.369
H -3.593 -0.163 -1.276
H -3.801 -0.013 1.271
H -5.356 -0.775 1.040

Entry 8:
29
Properties=species:S:1:pos:R:3 method="wB97M-V/def2-TZVPD" e_tot_ev=-135374.5127 gap_ha="0.3635 / 0.2871" multiplicity=2 charge=+1
Cu 0.622 0.323 0.439
O -5.060 -1.141 2.110
C -3.843 -0.695 1.786
C -3.570 0.633 1.452
C -2.277 0.974 1.139
N -1.264 0.092 1.140
C -1.554 -1.172 1.460
Br -0.085 -2.355 1.436
C -2.806 -1.628 1.789
H -5.712 -0.427 2.092
H -4.348 1.384 1.436
H -2.025 1.993 0.881
H -2.992 -2.659 2.044
C 4.474 0.571 1.803
O 3.073 0.238 1.574
C 2.499 0.761 0.504
O 3.026 1.488 -0.305
H 4.604 0.558 2.879
H 4.696 1.550 1.387
H 5.087 -0.193 1.330
C 0.191 -0.687 -3.771
C 0.757 0.012 -2.573
N 1.722 0.899 -2.755
O 0.316 -0.271 -1.439
H 0.085 -0.009 -4.615
H -0.773 -1.115 -3.515
H 0.868 -1.491 -4.062
H 2.071 1.071 -3.683
H 2.218 1.294 -1.961

Entry 9:
16
Properties=species:S:1:pos:R:3 method="wB97M-V/def2-TZVPD" e_tot_ev=-10425.0467 gap_ha=0.3470 smiles="C=CO.O.O.O"
C 1.990 2.393 -0.512
C 1.722 1.238 -1.143
O 0.912 0.275 -0.674
H 2.257 3.273 -1.078
H 1.642 2.437 0.516
H 2.203 1.020 -2.083
H 0.642 0.440 0.237
O -0.863 -4.055 0.724
H -1.112 -4.635 1.448
H -1.668 -3.764 0.278
O -1.203 1.703 0.432
H -1.007 2.554 0.016
H -1.744 1.261 -0.237
O -1.472 -1.371 0.372
H -1.765 -1.189 1.274
H -0.536 -1.580 0.431

Entry 10:
17
Properties=species:S:1:pos:R:3 method="wB97M-V/def2-TZVPD" e_tot_ev=-12138.6987 gap_ha="0.2565 / 0.3043"
B -1.493 -2.079 1.162
C 2.145 -0.260 0.823
C 1.058 -1.024 1.027
C 2.002 0.829 0.075
C -0.467 0.671 -0.686
C -0.169 -1.315 0.974
C 0.728 1.208 -0.722
C 1.067 2.330 -1.783
O -1.482 -3.138 2.010
O -2.503 -1.410 0.648
H 2.713 1.649 -0.023
H -1.440 0.287 -0.533
H 0.444 2.456 -2.628
H 2.088 2.037 -1.937
H 1.132 3.212 -1.256
H -2.429 -3.505 2.126
H -3.395 -1.949 0.725

Entry 11:
124
Properties=species:S:1:pos:R:3 method="wB97M-V/def2-TZVPD" e_tot_ev=-149002.2807 gap_ha=0.2019 charge=-1
N -6.255 0.569 0.473
P -5.021 1.183 -0.376
P -4.263 -0.400 -1.736
C -3.935 -2.089 -2.645
C -3.924 -3.363 -1.565
C -2.449 -3.400 -0.820
O -2.404 -3.340 0.525
O -1.238 -3.450 -1.682
O -4.898 0.427 -3.174
C -3.915 1.339 -3.833
C -2.607 1.485 -2.802
O -2.657 0.262 -1.941
H -6.009 0.625 1.499
H -4.001 1.575 0.610
H -5.356 2.295 -1.228
H -5.615 -0.910 -1.659
H -3.789 -0.973 -0.496
H -2.947 -2.062 -3.275
H -4.884 -2.248 -3.342
H -4.163 -4.380 -2.094
H -4.773 -3.111 -0.768
H -1.120 -2.476 -1.962
H -4.415 2.358 -4.156
H -3.463 0.752 -4.739
H -2.635 2.380 -2.025
H -1.622 1.681 -3.418
C 3.201 -0.823 -0.826
C 2.398 -1.325 -2.012
O 1.773 -0.229 -2.696
C 2.557 0.450 -3.593
O 3.731 0.173 -3.821
C 1.755 1.552 -4.283
F 0.984 2.267 -3.413
F 0.902 1.053 -5.223
F 2.540 2.461 -4.927
H 2.573 -0.218 -0.165
H 3.614 -1.660 -0.256
H 4.028 -0.184 -1.152
H 1.595 -1.980 -1.659
H 3.017 -1.915 -2.698
C 6.157 -5.213 4.666
C 5.354 -5.715 3.480
O 4.728 -4.620 2.796
C 5.513 -3.941 1.899
O 6.687 -4.218 1.671
C 4.710 -2.839 1.209
F 3.940 -2.124 2.079
F 3.857 -3.338 0.269
F 5.496 -1.929 0.566
H 5.529 -4.608 5.327
H 6.569 -6.050 5.236
H 6.984 -4.575 4.340
H 4.551 -6.370 3.833
H 5.972 -6.305 2.794
C 5.508 0.705 -6.056
C 7.008 0.478 -6.073
O 7.504 0.493 -7.420
C 7.745 1.730 -7.961
O 7.557 2.786 -7.364
C 8.315 1.597 -9.373
F 7.652 0.671 -10.125
F 9.624 1.212 -9.364
F 8.266 2.762 -10.080
H 5.001 -0.022 -6.698
H 5.115 0.615 -5.039
H 5.254 1.699 -6.438
H 7.234 -0.511 -5.662
H 7.535 1.212 -5.453
C -10.280 0.736 5.319
C -9.175 0.825 6.355
O -7.887 0.750 5.726
C -7.404 1.920 5.199
O -8.007 2.988 5.237
C -6.010 1.708 4.609
F -5.919 0.568 3.866
F -5.054 1.608 5.577
F -5.617 2.725 3.790
H -10.163 -0.165 4.707
H -11.262 0.712 5.800
H -10.250 1.590 4.635
H -9.245 -0.027 7.039
H -9.263 1.733 6.963
C 7.429 5.567 -7.327
C 8.548 5.830 -6.337
O 9.063 7.160 -6.499
C 8.360 8.159 -5.877
O 7.343 7.970 -5.215
C 9.043 9.510 -6.089
F 9.448 9.699 -7.377
F 10.158 9.647 -5.315
F 8.238 10.568 -5.787
H 7.765 5.765 -8.349
H 7.089 4.530 -7.260
H 6.574 6.224 -7.139
H 9.378 5.142 -6.531
H 8.224 5.658 -5.304
C -5.437 -3.745 7.066
C -6.171 -4.596 8.086
O -7.425 -3.991 8.437
C -8.469 -4.226 7.580
O -8.378 -4.902 6.559
C -9.748 -3.570 8.099
F -9.544 -2.299 8.550
F -10.292 -4.261 9.142
F -10.725 -3.482 7.152
H -5.322 -2.719 7.432
H -4.447 -4.160 6.856
H -5.995 -3.686 6.126
H -5.580 -4.657 9.005
H -6.316 -5.621 7.727
C -2.666 -0.606 3.835
C -1.562 -0.517 4.872
O -0.274 -0.592 4.243
C 0.210 0.578 3.716
O -0.394 1.646 3.754
C 1.604 0.367 3.126
F 1.695 -0.774 2.383
F 2.560 0.266 4.094
F 1.997 1.383 2.307
H -2.549 -1.506 3.224
H -3.648 -0.630 4.317
H -2.636 0.249 3.152
H -1.632 -1.369 5.556
H -1.649 0.391 5.480

Entry 12:
29
Properties=species:S:1:pos:R:3 method="wB97M-V/def2-TZVPD" e_tot_ev=-23004.3873 gap_ha="0.2773 / 0.2726"
C 1.944 1.209 -0.435
C 1.601 -1.384 -0.114
C 2.331 -0.236 -0.161
C 0.888 1.874 -0.112
C 0.183 -1.786 -0.218
C -0.866 -0.947 -0.282
C -4.137 0.589 1.156
C -4.170 1.162 -0.201
C -3.391 -0.570 1.253
C -3.358 0.603 -1.117
C 3.769 -0.402 0.163
C 0.010 2.993 -0.138
C -0.097 -3.267 -0.265
P -2.646 -0.930 -0.360
H 2.862 1.695 -0.778
H 2.174 -2.213 0.036
H -4.749 0.896 2.032
H -4.762 2.040 -0.559
H -3.412 -1.198 2.043
H -3.170 0.676 -2.204
H 4.290 -0.135 -0.808
H 4.208 0.241 0.822
H 4.080 -1.465 0.603
H -0.908 2.456 -0.351
H 0.109 3.427 0.752
H 0.351 3.589 -0.927
H -1.060 -3.544 -0.136
H 0.391 -3.670 -1.116
H 0.330 -3.696 0.563